This record from OMol25 describes a structure of composition C28H42AsCaF9NO23 in a non-equilibrium geometry. The level of theory is ωB97M-V with the def2-TZVPD basis set.

Results
- energy relative to the best compared isomer or geometry (same formula, charge and spin) (kJ/mol) = 1045.7
- E (Eh) = -6689.38735
- HOMO-LUMO gap (eV) = 3.0

Structure (ORCA input):
```
! wB97M-V def2-TZVPD RIJCOSX def2/J DEFGRID3
* xyz -1 1
Ca -2.924 -2.695 -3.705
As -0.952 1.078 0.320
F -0.648 2.351 -0.909
F -2.404 0.510 -0.641
F -1.221 -0.132 1.624
F 0.563 1.540 1.150
F -1.997 2.125 1.328
F -0.301 -0.361 -0.559
C -7.242 -4.462 -5.442
O -7.211 -3.437 -4.344
O -5.934 -4.619 -5.885
C -8.055 -5.779 -5.143
F -9.364 -5.595 -4.913
F -7.983 -6.641 -6.170
F -7.526 -6.478 -4.189
C -8.534 -2.889 -4.086
C -8.232 -2.040 -2.831
H -9.167 -1.533 -2.593
H -7.858 -2.551 -1.944
H -7.480 -1.262 -2.961
H -9.376 -3.516 -3.792
H -8.926 -2.112 -4.742
H -7.890 -3.966 -6.164
N 1.185 -3.182 -7.117
O 2.380 -3.193 -7.489
O 0.484 -3.966 -7.742
O 0.649 -2.351 -6.353
C 10.021 2.549 1.013
C 8.756 2.770 0.128
C 7.414 2.726 0.881
O 6.875 3.993 0.774
C 7.620 4.781 0.064
O 7.392 5.976 -0.264
O 8.696 4.086 -0.384
H 9.979 3.395 1.698
H 10.937 2.657 0.432
H 10.023 1.655 1.636
H 8.636 1.968 -0.600
H 7.574 2.545 1.944
H 6.830 1.964 0.363
C -9.521 -7.232 0.810
C -8.165 -7.426 1.508
C -7.183 -8.539 0.997
O -6.160 -7.721 0.495
C -6.339 -6.412 0.696
O -5.502 -5.593 0.285
O -7.464 -6.205 1.340
H -9.359 -7.213 -0.268
H -9.868 -6.210 0.959
H -10.217 -8.001 1.148
H -8.216 -7.663 2.571
H -7.671 -9.239 0.318
H -6.978 -9.029 1.949
C 2.535 0.947 7.403
C 3.930 1.206 6.802
C 4.570 2.540 7.300
O 5.902 2.170 7.565
C 6.012 0.791 7.654
O 6.988 0.122 8.062
O 4.781 0.249 7.288
H 2.308 0.860 8.466
H 2.232 -0.045 7.069
H 1.975 1.741 6.910
H 4.020 1.075 5.724
H 4.133 2.809 8.261
H 4.391 3.278 6.518
C 3.617 5.473 -6.927
C 4.972 4.666 -6.791
C 4.894 3.363 -6.123
O 4.736 2.349 -7.126
C 5.089 2.928 -8.248
O 5.079 2.331 -9.370
O 5.423 4.135 -8.078
H 3.462 6.090 -6.041
H 2.790 4.766 -6.998
H 3.634 6.051 -7.851
H 5.618 5.442 -6.381
H 4.022 3.192 -5.493
H 5.767 3.152 -5.505
C 3.774 -5.655 4.576
C 2.488 -4.966 4.055
C 1.756 -5.762 2.804
O 0.538 -6.194 3.358
C 0.366 -5.671 4.554
O -0.606 -5.964 5.241
O 1.452 -5.135 5.022
H 4.000 -5.422 5.616
H 4.599 -5.156 4.066
H 3.767 -6.698 4.259
H 2.584 -3.909 3.805
H 2.506 -6.504 2.529
H 1.656 -5.245 1.850
C -0.780 8.657 2.526
C -1.422 9.687 1.597
C -1.898 9.188 0.214
O -3.289 9.629 0.135
C -3.645 10.085 1.359
O -4.748 10.395 1.759
O -2.632 10.025 2.177
H -0.414 9.122 3.442
H 0.190 8.473 2.065
H -1.329 7.722 2.630
H -0.894 10.623 1.415
H -1.787 8.106 0.280
H -1.257 9.465 -0.623
*
```

Here are the Mulliken charges for atoms 1 to 99, given in e: 1.7186 1.9624 -0.4774 -0.5412 -0.4859 -0.4882 -0.4719 -0.4978 -0.0841 -0.2593 -0.7671 0.7885 -0.2743 -0.2812 -0.2889 -0.0213 -1.3225 0.3932 0.3182 0.2833 0.2561 0.2366 0.2383 0.9422 -0.5972 -0.6131 -0.6687 -1.2813 0.4167 -0.4208 -0.2979 0.6843 -0.6046 -0.3631 0.3446 0.3180 0.3574 0.2759 0.2597 0.3112 -1.2823 0.2836 -0.3490 -0.3240 0.7144 -0.6217 -0.3597 0.3127 0.3618 0.3567 0.3210 0.2991 0.2886 -1.3517 0.3165 -0.4171 -0.3249 0.6349 -0.5688 -0.3236 0.3415 0.3400 0.3934 0.3119 0.3051 0.3429 -1.3295 0.4691 -0.5328 -0.2879 0.7110 -0.6354 -0.3441 0.3812 0.3251 0.3455 0.3362 0.3197 0.2428 -1.2067 0.2568 -0.4695 -0.3166 0.6993 -0.5972 -0.3455 0.3254 0.3529 0.3460 0.3892 0.2636 0.3026 -1.3391 0.2834 -0.3854 -0.3291 0.6744 -0.5702 -0.3322